The following is a DFT calculation (wB97M-V/def2-TZVPD) of C5H9O7 in the gas phase at a distorted geometry.

Results
- ⟨S²⟩: 0.754
- Relative energy (zero: lowest compared OMol25 entry of this formula, charge and spin): 50.5 kcal per mole
- 2S+1: 2
- E_tot: -722.20998 Eh

Each line ends with the Mulliken charge.
Cartesian coordinates (Å):
H1 -1.5926 1.6408 1.0634  0.36
C1 -1.2172 1.5028 0.0041  -0.26
O1 -0.9819 2.3516 -0.8472  -0.49
C2 -0.8015 -0.0075 -0.1300  1.50
C3 -1.4601 -0.7163 -1.3089  -1.63
C4 0.7274 -0.0203 -0.1632  -0.43
C5 1.3598 0.4747 1.1384  -0.50
O2 2.7601 0.2671 1.0799  -0.10
O3 3.0760 0.9567 -0.1071  -0.27
O4 1.1532 -1.3564 -0.3921  -0.22
O5 2.3430 -1.3657 -1.1393  -0.47
O6 -1.1091 -0.6821 1.0737  -0.34
O7 -2.5912 -0.6088 1.2039  -0.38
H2 -1.2148 -0.2513 -2.2667  0.34
H3 -1.1239 -1.7568 -1.3042  0.39
H4 -2.5334 -0.6716 -1.1457  0.47
H5 1.0371 0.6522 -0.9638  0.53
H6 1.1203 1.5432 1.2698  0.32
H7 0.9541 -0.1170 1.9608  0.41
H8 2.8034 -0.4908 -0.8753  0.43
H9 -2.7087 -1.3447 1.8493  0.34